# C4H11NS2

2 unconnected molecules or ions with the total composition C4H11NS2 in a non-equilibrium geometry (ωB97M-V/def2-TZVPD, the Open Molecules 2025 dataset).

Geometry as XYZ:
```
18
Properties=species:S:1:pos:R:3:forces:R:3:nbo_charge:R:1
C -0.8121 1.4365 -1.7285 0.1 -2.0 -2.7 -0.624
C -1.4833 -1.0819 -1.6579 0.1 0.7 -1.4 -0.606
C 3.1610 -0.3977 1.6024 -0.7 1.9 -0.1 -0.825
C -0.5688 0.0077 -1.2117 2.5 0.8 0.7 -0.070
N -0.5909 -0.0193 0.2858 0.8 -1.9 -1.3 -0.640
S -0.9163 1.1888 1.2552 -0.3 0.2 1.1 0.364
S 1.6610 -1.3049 1.7927 -0.5 -0.7 0.0 0.105
H -1.3948 1.9153 -1.0176 -1.6 1.3 0.8 0.203
H 0.0948 1.9976 -1.8737 0.5 0.1 0.1 0.216
H -1.2948 1.3550 -2.7534 0.2 0.4 1.3 0.213
H -1.4836 -1.2633 -2.7138 0.8 0.1 -0.9 0.208
H -2.4617 -0.7675 -1.5586 -2.4 0.5 1.0 0.203
H -1.3207 -2.0127 -1.2108 0.3 -1.2 1.1 0.227
H 3.5086 -0.1193 2.6190 0.2 -0.2 -0.7 0.234
H 2.7714 0.6014 1.1417 1.0 -1.5 0.5 0.244
H 3.9044 -0.9004 0.9749 -0.1 0.4 0.2 0.220
H 0.4722 -0.3046 -1.6143 -1.2 0.4 1.2 0.201
H -1.0215 0.4080 2.4103 0.2 0.8 -0.9 0.126
```
Forces are in eV/Å.

Output
HOMO-LUMO gap (spin up / spin down) (eV): 8.7 / 6.6
HOMO energy (spin up / spin down) (eV): -8.78 / -7.80
Energy above the lowest of the compared OMol25 structures with the same formula, charge and spin (kJ/mol): 400.5
Total charge: 0
Energy (eV): -27483.1143